Record 1
This record from OMol25 describes a structure of composition C33H25N2O5PRhS2 in a non-equilibrium geometry. The level of theory is the ωB97M-V functional and the def2-TZVPD basis.

Values from the calculation:
* net charge: +1
* multiplicity: 1
* E_HOMO (spin up / spin down): -0.403 / -0.403 Eh
* energy relative to the best compared isomer or geometry (same formula, charge and spin): 0.0 kcal/mol
* HOMO-LUMO gap (spin up / spin down): 0.24230 / 0.24227 Ha

Structure (XYZ):
```
69
Properties=species:S:1:pos:R:3:forces:R:3
Rh 0.54199 -0.46447 0.43547 0.4 -0.9 -0.3
O 2.57824 0.14445 1.27535 -0.5 0.1 0.1
S 3.24031 -0.54466 0.14420 -0.2 0.2 -0.2
O 4.43532 -1.25666 0.41343 0.0 -0.1 -0.1
O 2.11402 -1.35493 -0.49124 0.9 0.2 -0.1
C 3.55073 0.71530 -1.05473 0.2 -0.2 0.2
C 4.85968 1.03501 -1.36366 0.1 0.0 0.0
C 5.11470 2.06322 -2.26097 0.0 0.0 0.0
C 4.06333 2.76256 -2.82975 0.0 0.0 0.0
C 2.75244 2.43819 -2.50699 0.0 0.0 0.0
C 2.48290 1.39974 -1.61969 -0.1 0.2 -0.1
P 0.74869 1.04051 -1.24813 -0.5 -0.2 0.2
C 0.01221 0.36190 -2.74298 0.0 0.2 0.0
C -1.38180 0.34167 -2.83977 0.0 -0.1 0.0
C -1.98436 -0.23211 -3.94289 0.0 0.0 0.0
C -1.20326 -0.79022 -4.95167 0.0 0.0 0.0
C 0.17908 -0.76359 -4.85997 0.0 0.0 0.0
C 0.79223 -0.18170 -3.75595 0.0 -0.1 -0.1
C -0.05158 2.62204 -0.95159 -0.1 -0.1 -0.1
C -0.61426 3.31716 -2.02720 0.0 0.0 0.0
C -1.16001 4.57235 -1.81912 0.0 0.0 0.0
C -1.15516 5.12891 -0.54577 0.0 0.0 0.0
C -0.60056 4.43520 0.51902 0.0 0.0 0.0
C -0.04330 3.18129 0.32211 0.1 0.0 0.0
H 5.66444 0.47867 -0.90244 0.0 0.0 0.0
H 6.13622 2.31923 -2.50642 0.0 0.0 0.0
H 4.25719 3.57016 -3.52239 0.0 0.0 0.0
H 1.94090 3.00395 -2.94538 0.0 0.0 0.0
H -1.98973 0.77473 -2.05314 0.0 0.0 0.0
H -3.06350 -0.24415 -4.02080 0.0 0.0 0.0
H -1.67825 -1.23828 -5.81452 0.0 0.0 0.0
H 0.78491 -1.18628 -5.65026 0.0 0.0 0.0
H 1.87310 -0.15997 -3.68779 0.0 0.0 0.0
H -0.63623 2.87988 -3.01722 0.0 0.0 0.0
H -1.59591 5.11310 -2.64832 0.0 0.0 0.0
H -1.59047 6.10629 -0.38509 0.0 0.0 0.0
H -0.60234 4.86431 1.51186 0.0 0.0 0.0
H 0.38059 2.64468 1.15896 0.0 0.0 0.0
O 0.16989 1.41891 2.82392 0.4 0.3 0.1
S -0.86031 0.47744 3.13095 -0.2 -0.4 -0.1
O -2.18772 0.90751 3.45060 0.0 0.1 0.0
N -0.89534 -0.48435 1.77168 -0.1 0.4 0.3
C -1.95612 -1.36300 1.50854 -0.2 0.0 -0.1
C -3.06221 -1.62437 2.28365 0.1 0.0 -0.1
C -4.00328 -2.59111 1.86982 0.0 0.0 0.0
C -3.85868 -3.29547 0.70998 0.0 0.0 0.0
C -2.73147 -3.05728 -0.11072 0.0 0.0 0.0
C -2.44339 -3.76520 -1.29591 0.1 0.1 0.0
C -1.28392 -3.50388 -1.98012 -0.1 0.0 0.0
C -0.41693 -2.50936 -1.51676 0.1 0.0 -0.1
N -0.68669 -1.81107 -0.43398 0.0 0.5 0.3
C -1.80547 -2.08201 0.29676 -0.2 0.1 0.2
C -0.27339 -0.58287 4.41033 0.0 0.0 -0.1
C 1.04328 -1.02070 4.33992 0.1 0.0 0.0
C 1.52196 -1.85667 5.33360 0.0 0.0 0.0
C 0.69081 -2.23789 6.38131 0.0 0.0 0.0
C -0.61835 -1.78259 6.44389 0.0 0.0 0.0
C -1.11084 -0.94793 5.45088 -0.1 0.0 0.0
H -3.22503 -1.09074 3.20562 0.0 0.0 0.0
H -4.85982 -2.77491 2.50432 0.0 0.0 0.0
H -4.57937 -4.04632 0.41463 0.0 0.0 0.0
H -3.13332 -4.52447 -1.64181 0.0 0.0 0.0
H -1.01586 -4.04281 -2.87711 0.0 0.0 0.0
H 0.50598 -2.28679 -2.03374 0.0 0.0 0.0
H 1.68616 -0.69009 3.53289 0.0 0.0 0.0
H 2.54593 -2.20300 5.29720 0.0 0.0 0.0
H 1.07152 -2.88758 7.15811 0.0 0.0 0.0
H -1.25723 -2.07079 7.26741 0.0 0.0 0.0
H -2.12331 -0.56806 5.48958 0.0 0.0 0.0
```
Forces are in eV/Å.

Record 2
This record from OMol25 describes a structure of composition C33H26BBiClIN9OPS2 in a non-equilibrium geometry. The level of theory is the ωB97M-V functional and the def2-TZVPD basis.

Values from the calculation:
* net charge: +1
* multiplicity: 2
* E_HOMO (spin up / spin down): -0.378 / -0.377 Eh
* energy relative to the best compared isomer or geometry (same formula, charge and spin): 6.7 kcal/mol
* HOMO-LUMO gap (spin up / spin down): 0.27075 / 0.17769 Ha

Structure (XYZ):
```
76
Properties=species:S:1:pos:R:3:forces:R:3
Bi -0.43726 -0.27266 1.20919 -0.3 -0.2 -0.6
C 3.66202 0.80568 -0.29597 -0.1 0.0 0.1
C 2.45859 0.11564 -0.35469 0.3 0.1 0.0
N 1.68427 0.49191 0.65805 -0.3 -0.3 -0.1
N 2.35632 1.39611 1.38472 0.5 0.4 0.0
C 3.55533 1.60687 0.82651 0.2 -0.2 -0.3
B 1.81964 1.80563 2.76754 -0.1 0.1 -0.3
N 1.62602 0.50708 3.56918 0.3 0.0 0.5
C 2.50482 -0.16776 4.32384 -0.1 -0.3 0.1
C 1.90585 -1.33981 4.74943 0.1 0.1 0.0
C 0.63815 -1.30805 4.18044 0.3 0.2 0.0
N 0.48505 -0.18976 3.47278 -0.5 0.0 0.1
N 0.42883 2.45242 2.55988 0.3 0.3 0.4
C 0.02674 3.66514 2.94953 -0.2 0.1 0.0
C -1.22823 3.90628 2.42302 0.1 -0.1 0.0
C -1.52706 2.76173 1.69895 0.1 0.3 0.1
N -0.51914 1.89623 1.79690 -0.2 0.0 -0.3
N 2.74150 2.76471 3.44979 0.2 0.0 0.5
C 2.97803 2.94524 4.77692 0.1 0.1 0.1
C 3.82676 4.01287 4.91347 -0.1 -0.1 0.0
C 4.05508 4.44472 3.59687 -0.1 -0.2 0.2
N 3.40044 3.69813 2.73900 -0.1 0.3 -0.8
H 4.49278 0.73211 -0.96754 0.1 0.0 -0.1
H 2.11896 -0.62463 -1.05046 0.0 -0.1 -0.1
H 4.23121 2.32741 1.24467 0.0 0.0 0.0
H 3.48673 0.21726 4.51460 0.2 0.1 0.0
H 2.32794 -2.10580 5.36699 0.1 -0.1 0.1
H -0.16396 -2.01902 4.24497 -0.1 -0.2 0.0
H 0.64278 4.29499 3.55904 0.2 0.1 0.1
H -1.82405 4.78834 2.54311 -0.1 0.1 0.0
H -2.38864 2.54972 1.10292 -0.2 -0.1 -0.1
H 2.52683 2.31362 5.51543 -0.1 -0.1 0.2
H 4.23404 4.41962 5.81478 0.0 0.1 0.2
H 4.66281 5.25314 3.24352 0.1 0.2 -0.1
Cl -7.47751 0.38203 0.16776 -0.2 0.0 0.0
C -5.76265 0.41309 0.00290 0.3 0.0 -0.3
C -5.19475 0.64327 -1.22911 -0.5 -0.1 0.4
C -3.81223 0.67396 -1.37735 0.8 0.0 0.0
I -2.93538 0.93404 -3.25856 -0.2 0.0 0.1
C -2.93569 0.49989 -0.31070 -0.9 0.1 -0.6
O -1.64580 0.59686 -0.47036 0.8 -0.1 0.7
C -3.52875 0.20768 0.95374 -0.9 0.1 -0.2
N -2.69781 -0.02136 1.98967 0.2 -0.1 0.3
C -3.16167 -0.28284 3.18675 -0.1 0.0 0.0
C -4.53288 -0.33634 3.45013 -0.3 0.0 -0.2
C -5.41848 -0.09852 2.42728 0.2 0.0 0.2
C -4.94111 0.17674 1.12981 0.2 0.0 -0.2
H -5.82352 0.80072 -2.09190 -0.1 0.0 0.0
H -2.42900 -0.43547 3.96662 0.1 -0.1 0.1
H -4.87589 -0.56902 4.44374 -0.1 0.0 0.1
H -6.48357 -0.10143 2.60399 -0.1 -0.1 0.0
S 2.14404 -3.72111 -1.59727 -0.4 0.2 0.2
P 0.77015 -2.71057 -2.63114 -0.5 0.1 -0.8
S -0.52046 -1.90088 -1.29420 0.7 -0.6 -0.4
C 1.52075 -1.43287 -3.69005 -0.3 -0.3 0.5
C 1.18310 -0.09561 -3.55778 -0.1 -0.1 0.0
C 1.78696 0.83844 -4.38046 0.0 0.1 0.0
C 2.73390 0.44124 -5.31026 0.0 0.0 0.0
C 3.06408 -0.89968 -5.43857 0.1 -0.1 0.0
C 2.44980 -1.84355 -4.63709 0.0 0.0 0.0
C -0.24455 -3.71630 -3.75253 0.4 0.3 0.4
C -0.22117 -5.10288 -3.76818 0.0 0.1 0.0
C -1.11183 -5.77255 -4.59182 -0.1 -0.1 0.0
C -2.00545 -5.06261 -5.37928 0.0 -0.1 0.0
C -2.01681 -3.67491 -5.35697 -0.1 0.1 0.0
C -1.13645 -2.99516 -4.53940 0.1 -0.1 0.0
H 0.44489 0.20227 -2.82598 -0.1 0.1 0.1
H 1.51251 1.87645 -4.28761 0.0 0.2 0.0
H 3.21599 1.17572 -5.93788 0.0 0.1 -0.1
H 3.80244 -1.21056 -6.16076 0.1 0.0 -0.1
H 2.67929 -2.89531 -4.73716 0.1 -0.1 -0.1
H 0.47729 -5.65036 -3.14819 0.0 0.0 0.0
H -1.11450 -6.85301 -4.60782 0.0 0.0 0.0
H -2.70066 -5.59418 -6.01280 0.0 0.0 0.0
H -2.70845 -3.11734 -5.97153 -0.1 0.0 -0.1
H -1.13734 -1.91312 -4.49710 -0.1 0.0 -0.1
```
Forces are in eV/Å.